1.
8
Properties=species:S:1:pos:R:3:forces:R:3 method="wB97M-V/def2-TZVPD" homo_lumo_gap_ev="8.15 / 8.15" energy_ha=-2856.4705 smiles="C=C(Br)[N+](=O)[O-]" charge=0 e_above_lowest_kj_mol=464.30
Br -2.9908 -0.8929 0.0665 -0.12 -0.21 0.07
O -1.3104 2.6356 0.1100 0.54 0.40 -0.01
O -3.3330 1.8832 0.0500 -0.20 0.54 -0.01
N -2.1294 1.7475 0.0775 -0.25 0.65 0.03
C -1.6653 0.4127 0.0798 7.30 -5.25 -0.75
C -0.1733 -0.1222 -0.0318 -7.44 4.43 0.80
H 0.5805 0.6423 -0.0282 0.28 0.02 -0.08
H 0.0100 -1.1677 -0.0155 -0.11 -0.58 -0.06

2.
8
Properties=species:S:1:pos:R:3:forces:R:3 method="wB97M-V/def2-TZVPD" homo_lumo_gap_ev=6.35 energy_ha=-3200.0975 charge=-1 e_above_lowest_kj_mol=218.22
Br -3.3923 1.0600 0.1445 0.49 0.04 -0.11
S -0.0481 0.8540 0.2165 -2.03 0.40 -1.34
O 1.8124 -1.1729 -1.0690 -0.80 -1.56 -2.49
O 2.7194 -0.0446 0.6965 0.35 0.52 0.41
C -1.6561 -0.1524 0.0074 0.50 -0.35 -2.25
C 2.1561 -0.5252 -0.2007 0.93 0.65 1.88
H 0.0903 0.3338 1.3805 0.50 -0.34 1.63
H -1.6818 -0.3527 -1.1759 0.06 0.65 2.26

3.
9
Properties=species:S:1:pos:R:3:forces:R:3 method="wB97M-V/def2-TZVPD" homo_lumo_gap_ev=8.19 energy_ha=-3598.3299 smiles="O=C([O-])C(S)(S)Br" charge=-1 e_above_lowest_kj_mol=112.72
Br 1.3198 -1.7903 -0.4435 0.04 -0.29 -0.44
S 1.0011 0.3519 1.7733 -1.43 -1.59 -1.70
S 1.2298 1.2084 -1.2110 3.41 -0.79 0.40
O -1.5983 0.6527 -0.9546 -1.04 1.59 -1.14
O -1.6048 -0.9720 0.5603 0.02 -0.71 0.98
C 0.5251 -0.0352 -0.2017 0.57 -0.41 3.67
C -1.1118 -0.1234 -0.1573 1.33 -0.63 -0.58
H 0.0406 1.4865 -1.4138 -3.73 1.51 -1.21
H 0.1985 -0.7787 2.0482 0.83 1.33 0.01

4.
14
Properties=species:S:1:pos:R:3:forces:R:3 method="wB97M-V/def2-TZVPD" homo_lumo_gap_ev=7.94 energy_ha=-2294.7420 charge=0 e_above_lowest_kj_mol=0.00
Cl 3.5330 -0.7281 1.8490 -0.42 0.04 -0.19
Cl 1.4910 -2.3891 0.5525 0.02 0.34 0.01
S 2.1855 0.1793 -0.5882 -2.74 -0.22 0.01
S -1.4316 1.2293 -0.8178 2.87 -1.77 0.89
F -1.7290 -1.2999 -1.2321 -0.12 -0.42 -0.32
F -1.4238 -0.7469 0.8377 -0.09 -0.18 0.56
O 2.9179 1.3466 -0.2696 0.49 0.84 0.11
O -1.8211 1.4659 -2.1613 0.04 0.00 -0.37
O -1.7574 2.1605 0.2082 0.03 0.18 0.16
O 0.1465 0.7794 -0.7036 -0.78 0.48 -0.11
C -2.0917 -0.4313 -0.2833 0.37 0.53 -0.27
C 1.9580 -0.7544 1.0331 0.12 -0.27 -0.07
H 1.1923 -0.3177 1.6741 0.06 0.12 -0.29
H -3.1696 -0.4939 -0.0987 0.15 0.34 -0.13

5.
10
Properties=species:S:1:pos:R:3:forces:R:3 method="wB97M-V/def2-TZVPD" homo_lumo_gap_ev=9.72 energy_ha=-1625.8315 smiles="O=C(NS)C(F)(Cl)Cl" charge=0 e_above_lowest_kj_mol=20.37
Cl -2.2553 -1.4632 -0.2834 0.19 0.33 0.16
Cl -2.2572 1.4661 -0.2690 0.22 -0.39 0.18
S 2.6686 0.0003 0.0527 0.74 -0.01 0.55
F -1.2902 -0.0099 1.5940 -0.07 0.01 -0.66
O 0.2008 0.0105 -1.6400 -0.54 0.00 2.01
N 1.0315 -0.0056 0.5212 -1.76 0.02 -1.81
C -1.3846 -0.0031 0.2213 -0.47 0.06 0.02
C 0.0098 0.0030 -0.4248 1.96 -0.02 -0.41
H 0.7878 -0.0108 1.4959 0.21 0.00 0.10
H 2.4887 0.0129 -1.2679 -0.48 0.00 -0.14

6.
8
Properties=species:S:1:pos:R:3:forces:R:3 method="wB97M-V/def2-TZVPD" homo_lumo_gap_ev="6.84 / 8.09" energy_ha=-1393.8403 charge=0 e_above_lowest_kj_mol=202.50
Cl -1.3150 -3.1758 1.3412 -0.17 -0.57 -0.69
Cl -1.4425 -1.1733 3.4925 -1.46 1.29 1.69
P -0.1438 -1.8175 2.2361 1.86 -0.30 -1.60
N -2.4962 0.7854 0.7277 0.91 0.13 0.00
C -0.0389 0.4172 0.2762 2.73 0.76 1.57
C -1.3516 0.6789 0.5217 -2.74 -0.23 -0.53
H 0.4808 0.3459 -0.6873 -0.82 -0.40 0.32
H 0.5906 0.9186 1.0564 -0.31 -0.67 -0.77

Copy entry 5 word for word.
10
Properties=species:S:1:pos:R:3:forces:R:3 method="wB97M-V/def2-TZVPD" homo_lumo_gap_ev=9.72 energy_ha=-1625.8315 smiles="O=C(NS)C(F)(Cl)Cl" charge=0 e_above_lowest_kj_mol=20.37
Cl -2.2553 -1.4632 -0.2834 0.19 0.33 0.16
Cl -2.2572 1.4661 -0.2690 0.22 -0.39 0.18
S 2.6686 0.0003 0.0527 0.74 -0.01 0.55
F -1.2902 -0.0099 1.5940 -0.07 0.01 -0.66
O 0.2008 0.0105 -1.6400 -0.54 0.00 2.01
N 1.0315 -0.0056 0.5212 -1.76 0.02 -1.81
C -1.3846 -0.0031 0.2213 -0.47 0.06 0.02
C 0.0098 0.0030 -0.4248 1.96 -0.02 -0.41
H 0.7878 -0.0108 1.4959 0.21 0.00 0.10
H 2.4887 0.0129 -1.2679 -0.48 0.00 -0.14